{
  "formula": "C6H12O",
  "method": "ωB97M-V/def2-TZVPD",
  "symbols": ["C", "C", "C", "C", "C", "C", "H", "H", "H", "H", "H", "H", "H", "H", "H", "H", "O", "H", "H"],
  "positions_angstrom": [[-2.202882, 1.019499, 0.811886], [-1.556987, -0.089970, 0.484462], [-0.215769, -0.320091, 1.185528], [1.025869, 0.271871, 0.275540], [1.018775, 0.053433, -0.948441], [1.953448, 0.938008, 1.160903], [-1.601466, 1.804442, 1.335427], [-3.077702, 1.114590, 0.415663], [-2.036585, -1.073256, 0.046561], [0.031024, -1.369686, 1.428343], [-0.261662, 0.245408, 2.114575], [1.901435, 0.437007, -1.571027], [0.292412, -0.518177, -1.327441], [2.876357, 1.188309, 0.785705], [2.167586, 0.439394, 2.194982], [1.552984, 1.937608, 1.229541], [-0.566807, -2.111783, -2.808300], [-1.368017, -2.131774, -3.240812], [0.067985, -1.834832, -3.573097]],
  "forces_ev_per_angstrom": [[5.52, -0.61, 1.19], [0.18, -3.06, 1.51], [1.27, 0.70, -1.94], [-2.59, -1.56, 7.25], [4.39, 1.69, -4.74], [0.04, 0.32, 2.44], [-1.13, -0.57, -0.40], [-5.43, 1.45, -1.90], [0.73, 2.48, 0.34], [-0.31, 0.41, -0.21], [0.27, -0.06, 0.04], [-1.45, -0.74, 0.59], [-2.57, -1.78, -2.04], [2.50, -0.07, -1.41], [-0.89, 0.93, -1.83], [-0.48, 0.52, 1.16], [4.51, 0.84, -0.94], [-3.04, -0.15, -1.35], [-1.53, -0.76, 2.24]],
  "lowdin_charge": [0.00, -0.19, -0.15, -0.39, 0.02, -0.09, 0.09, -0.02, 0.14, 0.11, 0.08, 0.11, 0.00, 0.04, 0.13, 0.09, -0.06, -0.02, 0.11],
  "orbital_gap_ha": 0.36251,
  "e_tot_ev": -8460.603,
  "e_lumo_ha": 0.0284,
  "charge": 0,
  "smiles": "C=CCC(=C)C.O"
}

=====

{
  "formula": "C6H12O",
  "method": "ωB97M-V/def2-TZVPD",
  "symbols": ["C", "C", "C", "C", "C", "C", "H", "H", "H", "H", "H", "H", "H", "H", "H", "H", "O", "H", "H"],
  "positions_angstrom": [[-1.932902, -0.327791, 0.216819], [-0.462526, -0.544327, -0.125651], [0.767129, 0.078092, 0.533471], [0.397082, 1.509393, 0.363097], [0.313696, 0.541321, -0.780033], [0.920118, 0.529914, -2.139400], [-2.454647, -0.108362, -0.722133], [-2.107695, 0.522599, 0.880685], [-2.412627, -1.205686, 0.659068], [-0.275425, -1.535474, -0.554038], [1.729465, -0.326487, 0.823309], [-0.490291, 1.882775, 0.872448], [1.216853, 2.225891, 0.327693], [1.215728, -0.494843, -2.400795], [0.181169, 0.872339, -2.874189], [1.803436, 1.176295, -2.188289], [0.442826, -1.604127, 2.762048], [0.008773, -1.113147, 2.050462], [1.139837, -2.078375, 2.295429]],
  "forces_ev_per_angstrom": [[-0.02, 0.02, 0.09], [-0.05, -0.05, -0.14], [0.10, -0.11, -0.04], [-0.08, 0.29, 0.03], [-0.06, 0.09, -0.24], [0.05, 0.04, -0.04], [0.00, -0.08, 0.16], [0.10, -0.12, -0.03], [0.19, 0.06, 0.04], [0.03, 0.24, 0.02], [-0.28, -0.06, -0.07], [0.07, 0.05, -0.21], [-0.08, -0.14, -0.02], [-0.03, 0.22, -0.02], [0.27, -0.03, 0.01], [-0.14, -0.08, -0.06], [-0.07, -0.26, 0.08], [0.06, -0.04, 0.26], [-0.06, -0.03, 0.17]],
  "lowdin_charge": [-0.06, -0.24, -0.17, -0.03, -0.39, -0.03, 0.08, 0.07, 0.07, 0.14, 0.14, 0.09, 0.11, 0.08, 0.08, 0.08, -0.07, -0.01, 0.03],
  "orbital_gap_ha": 0.37427,
  "e_tot_ev": -8461.887,
  "e_lumo_ha": 0.0332,
  "charge": 0,
  "smiles": "C[C@@H]1[C@@H]2C[C@@]12C.O"
}

=====

{
  "formula": "C6H12O",
  "method": "ωB97M-V/def2-TZVPD",
  "symbols": ["C", "C", "C", "C", "H", "H", "H", "H", "H", "H", "C", "C", "O", "H", "H", "H", "H", "H", "H"],
  "positions_angstrom": [[-0.707784, -1.806317, -1.129846], [-1.338460, -0.730629, -0.338656], [-1.823538, 0.460856, -0.222926], [-2.004287, -0.427923, 0.971562], [-0.396760, -1.450799, -2.117303], [0.163080, -2.226410, -0.613412], [-1.431959, -2.617902, -1.262749], [-2.033070, 1.427259, -0.652833], [-1.406972, -0.257703, 1.874644], [-2.989543, -0.860995, 1.177082], [1.899352, 0.755228, -0.557754], [1.421777, 0.702545, 0.885683], [0.471992, 1.706585, 1.187471], [2.358467, 1.726624, -0.782629], [1.063427, 0.605755, -1.248846], [2.652805, -0.018289, -0.742265], [2.280797, 0.762962, 1.572164], [0.922417, -0.252555, 1.081598], [0.854050, 2.554853, 0.930481]],
  "forces_ev_per_angstrom": [[0.02, -0.03, -0.05], [-0.17, 0.23, -0.08], [0.06, -0.22, -0.24], [-0.13, -0.12, 0.31], [-0.04, -0.06, 0.15], [-0.12, 0.07, -0.05], [0.14, 0.04, -0.01], [0.06, -0.12, 0.12], [-0.06, 0.00, -0.20], [0.14, 0.10, 0.00], [-0.01, 0.03, -0.06], [0.21, -0.31, -0.03], [0.10, 0.32, -0.02], [-0.04, -0.13, 0.05], [0.12, 0.03, 0.13], [-0.10, 0.09, 0.02], [-0.12, 0.02, -0.10], [0.04, 0.15, -0.02], [-0.10, -0.09, 0.09]],
  "lowdin_charge": [-0.06, -0.30, -0.02, -0.12, 0.08, 0.08, 0.08, 0.10, 0.07, 0.07, -0.09, -0.33, -0.08, 0.07, 0.06, 0.08, 0.11, 0.10, 0.09],
  "orbital_gap_ha": 0.35868,
  "e_tot_ev": -8461.245,
  "e_lumo_ha": 0.0364,
  "charge": 0,
  "smiles": "CC1=CC1.CCO"
}

=====

{
  "formula": "C6H12O",
  "method": "ωB97M-V/def2-TZVPD",
  "symbols": ["C", "C", "C", "C", "C", "C", "H", "H", "H", "H", "H", "H", "H", "H", "H", "H", "O", "H", "H"],
  "positions_angstrom": [[-1.407569, -2.401690, -0.975197], [-1.254751, -1.119749, -0.650526], [0.022061, -0.568262, -0.094475], [0.728430, -1.147663, 0.868136], [0.451992, 0.686172, -0.857718], [-0.559529, 1.819772, -0.976069], [-2.216485, -2.663870, -1.646829], [-0.630050, -3.104497, -0.707551], [-1.965173, -0.350081, -0.873873], [0.493342, -2.132096, 1.227278], [1.638077, -0.688235, 1.207139], [1.399966, 0.948796, -0.372686], [0.812707, 0.312027, -1.815237], [-0.106618, 2.667848, -0.458972], [-1.590462, 1.653703, -0.680905], [-0.594471, 2.213875, -1.997564], [1.918787, 1.064409, 2.998916], [1.258085, 0.984163, 2.301452], [1.601656, 1.825374, 3.504678]],
  "forces_ev_per_angstrom": [[-0.08, 0.90, -0.38], [1.30, -0.47, 0.42], [-1.20, 0.19, -0.47], [0.16, 0.24, -0.56], [0.70, -1.41, 0.94], [1.07, 1.13, -0.69], [-0.16, -0.47, 0.46], [-0.10, -0.19, -0.24], [-0.54, -0.03, -0.43], [-0.30, -0.09, 0.42], [0.41, -0.09, 0.09], [-0.24, 0.69, 0.00], [-0.40, 0.07, -0.37], [-0.59, 0.06, 0.47], [0.16, -0.20, 0.37], [-0.12, -0.37, -0.07], [-0.27, 0.41, 0.06], [0.00, -0.17, -0.01], [0.22, -0.19, 0.01]],
  "lowdin_charge": [0.02, -0.14, -0.33, 0.05, -0.21, -0.10, 0.05, 0.06, 0.08, 0.07, 0.05, 0.10, 0.12, 0.07, 0.06, 0.07, -0.06, 0.00, 0.04],
  "orbital_gap_ha": 0.36462,
  "e_tot_ev": -8462.373,
  "e_lumo_ha": 0.0316,
  "charge": 0,
  "smiles": "C=CC(=C)CC.O"
}

=====

{
  "formula": "C6H12O",
  "method": "ωB97M-V/def2-TZVPD",
  "symbols": ["C", "C", "C", "C", "H", "H", "H", "H", "H", "H", "H", "H", "C", "C", "O", "H", "H", "H", "H"],
  "positions_angstrom": [[2.282349, 0.377857, -0.651373], [1.455039, -0.216873, 0.423001], [0.454393, -1.059241, 0.204851], [-0.153524, -1.473843, -1.106966], [1.927983, 1.396089, -0.795305], [2.169552, -0.172582, -1.590514], [3.340772, 0.438097, -0.380742], [1.657265, 0.122568, 1.438343], [0.072223, -1.489686, 1.101371], [-0.096898, -0.617760, -1.784727], [0.361139, -2.307044, -1.600389], [-1.201209, -1.787771, -0.979802], [-2.030624, 0.190325, 1.441493], [-1.820465, 1.102352, 0.496220], [-0.884166, 2.081857, 0.640626], [-1.523036, 0.238776, 2.400535], [-2.847649, -0.519238, 1.384352], [-2.349275, 1.122900, -0.456872], [-0.813875, 2.573221, -0.184111]],
  "forces_ev_per_angstrom": [[-0.03, 0.40, -0.29], [0.01, -0.23, -0.13], [0.45, -0.36, 0.32], [0.17, 0.06, -0.03], [0.18, 0.35, -0.31], [0.15, 0.15, 0.12], [-0.14, -0.09, -0.06], [0.10, -0.37, -0.08], [-0.75, -0.28, 0.38], [-0.25, -0.18, -0.15], [0.06, 0.07, 0.17], [0.35, 0.28, -0.02], [-0.55, 0.58, 0.22], [-0.19, -0.36, 0.20], [0.11, 0.08, -0.11], [0.17, 0.04, -0.25], [0.17, 0.03, -0.33], [-0.03, -0.16, 0.22], [0.02, -0.02, 0.13]],
  "lowdin_charge": [-0.11, -0.20, -0.22, -0.10, 0.07, 0.07, 0.07, 0.10, 0.08, 0.07, 0.07, 0.07, -0.01, -0.29, -0.01, 0.07, 0.06, 0.12, 0.10],
  "orbital_gap_ha": 0.34108,
  "e_tot_ev": -8462.283,
  "e_lumo_ha": 0.0286,
  "charge": 0,
  "smiles": "C/C=C\\C.C=CO"
}

=====

{
  "formula": "C6H12O",
  "method": "ωB97M-V/def2-TZVPD",
  "symbols": ["C", "C", "C", "C", "C", "C", "H", "H", "H", "H", "H", "H", "H", "H", "H", "H", "O", "H", "H"],
  "positions_angstrom": [[1.674006, -0.392506, 1.080437], [0.625606, -0.864957, 0.287832], [0.253530, -2.299046, 0.611484], [-0.089310, -0.128565, -0.817463], [-0.421547, 1.223802, -0.494404], [-0.136003, -0.772814, -2.172361], [2.068372, 0.660148, 1.193264], [2.234030, -1.136310, 1.554964], [-0.845787, -2.338045, 0.845400], [0.434232, -3.088206, -0.186638], [0.689277, -2.577151, 1.680874], [-0.604665, 1.891789, -1.313835], [-0.824296, 1.673165, 0.295607], [0.091100, -1.860339, -1.903302], [-1.135762, -0.645989, -2.613726], [0.752980, -0.371078, -2.790895], [-1.256597, 3.754243, 1.610336], [-1.568912, 2.981912, 1.093562], [-1.940254, 4.289948, 2.038863]],
  "forces_ev_per_angstrom": [[-2.18, 1.60, -2.49], [1.69, 0.08, 1.46], [-0.63, -1.25, 1.60], [0.28, 4.47, 3.35], [1.11, -4.79, -5.54], [1.75, -0.61, 0.54], [-0.70, -1.27, -0.74], [0.52, -0.87, 1.23], [0.75, 0.06, -0.50], [0.04, 0.93, 1.09], [-0.48, 0.22, -2.59], [-0.29, 0.01, -0.94], [-0.27, 0.72, 4.16], [-0.51, 1.27, -1.15], [0.68, -0.11, -0.19], [-1.65, -0.69, 0.57], [0.51, -0.24, -0.22], [-0.48, 1.27, 0.91], [-0.15, -0.82, -0.56]],
  "lowdin_charge": [0.06, -0.33, -0.11, -0.29, 0.08, -0.06, 0.08, 0.02, 0.08, 0.08, 0.11, 0.05, -0.03, 0.08, 0.08, 0.12, -0.07, 0.01, 0.04],
  "orbital_gap_ha": 0.33950,
  "e_tot_ev": -8460.755,
  "e_lumo_ha": 0.0254,
  "charge": 0,
  "smiles": "C=C(C)C(=C)C.O"
}

=====

In eV, the ΔE to the lowest compared entry with this formula, charge and spin values for the records above are, in order, 3.7512, 2.4671, 3.1085, 1.9809, 2.0710, 3.5994.